1.
Below is a molecular structure, C22H34CaN2O6P2S4Te in a non-equilibrium geometry, with properties calculated with the ωB97M-V functional and the def2-TZVPD basis.

## Properties
Charge: 0
LUMO energy in eV: 0.313
Frontier orbital gap in eV: 7.96
ΔE to the lowest compared entry with this formula, charge and spin in kcal/mol: 0.0
DFT total energy in eV: -126286.9097
Strongest force on any atom in hartree/bohr: 0.0392

Geometry (Å):
Ca1 -0.34453 0.63812 0.33980
C1 -0.66413 -2.81945 2.73182
C2 -1.94775 -2.20714 2.28101
N1 -2.07793 -1.47692 1.20796
C3 -3.37489 -1.01082 1.09715
C4 -4.22294 -1.40906 2.07964
S1 -3.38332 -2.39013 3.19127
C5 -3.73129 -0.08872 0.00516
C6 -4.99386 0.28925 -0.32761
S2 -4.93426 1.47331 -1.55089
C7 -3.23567 1.39232 -1.56100
N2 -2.73271 0.52417 -0.72364
C8 -2.39638 2.23361 -2.46394
H1 0.08274 -2.69714 1.95022
H2 -0.78934 -3.88226 2.94210
H3 -0.30500 -2.32226 3.63469
H4 -5.26030 -1.15099 2.21066
H5 -5.92419 -0.05900 0.08828
H6 -2.99608 2.96242 -3.00659
H7 -1.88029 1.60255 -3.18842
H8 -1.65057 2.77360 -1.87873
C9 3.08940 0.97292 -1.89262
P1 1.30721 0.74346 -2.23557
C10 1.04916 2.20126 -3.32730
C11 1.32328 -0.61894 -3.46942
C12 -0.09398 -1.15677 -3.71833
P2 -0.86360 -1.85599 -2.17870
C13 -0.15460 -3.54779 -2.29151
C14 -2.54908 -2.19271 -2.81295
H9 3.21347 1.91760 -1.36249
H10 3.65131 1.00355 -2.82908
H11 3.47050 0.17324 -1.25991
H12 1.94922 2.38905 -3.91636
H13 0.83397 3.08320 -2.72388
H14 0.21585 2.03638 -4.01225
H15 1.96412 -1.41602 -3.07844
H16 1.78064 -0.26731 -4.39868
H17 -0.08677 -1.93121 -4.49142
H18 -0.73839 -0.34954 -4.08386
H19 -0.41537 -4.03079 -3.23695
H20 -0.51189 -4.16178 -1.46328
H21 0.93228 -3.50287 -2.21366
H22 -2.52510 -2.67464 -3.79348
H23 -3.11865 -1.26445 -2.88454
H24 -3.07516 -2.84557 -2.11380
O1 0.95594 2.64626 -0.00225
S3 -0.02978 3.45692 0.73678
O2 -0.20705 4.80182 0.27764
O3 -1.27498 2.66243 0.80487
C15 0.68373 3.54717 2.38628
C16 0.90944 4.83660 2.83357
C17 1.55901 5.08072 4.04061
C18 2.00078 4.02606 4.80345
C19 1.78073 2.72058 4.37358
C20 1.13154 2.45643 3.18100
S4 0.83709 0.70798 2.87769
O4 1.32176 -0.00500 4.02487
O5 -0.61210 0.61495 2.63769
O6 1.51678 0.34293 1.61155
H25 0.57614 5.65597 2.21335
H26 1.71406 6.10040 4.36868
H27 2.50882 4.20270 5.74272
H28 2.10766 1.88589 4.97608
C21 3.11628 -4.32115 -0.26351
Te1 2.45346 -2.38360 0.27759
C22 3.24882 -2.52188 2.23327
H29 2.61065 -5.07049 0.34186
H30 4.19180 -4.38188 -0.11308
H31 2.89579 -4.50142 -1.31373
H32 4.33216 -2.44837 2.19279
H33 2.94647 -3.47950 2.65339
H34 2.83986 -1.71229 2.83280

Force components x, y, z for each atom (eV/Å):
-0.850 -1.222 -1.361
-0.060 0.051 0.021
0.389 -0.010 -0.261
-0.233 0.240 0.200
0.085 0.112 -0.240
-0.020 0.001 -0.026
-0.198 -0.083 0.151
0.179 -0.184 0.089
-0.019 -0.067 0.021
-0.263 0.059 -0.071
0.513 -0.130 -0.063
-0.258 0.302 0.239
-0.050 0.049 -0.005
-0.005 -0.013 -0.022
0.008 0.002 0.022
0.008 0.017 -0.006
0.018 0.000 0.019
0.006 0.019 -0.014
-0.013 -0.013 -0.001
-0.004 -0.011 0.012
-0.007 -0.015 0.030
-0.017 0.010 -0.005
0.139 0.196 0.073
-0.048 -0.028 -0.052
-0.087 -0.129 -0.052
0.036 0.049 0.017
0.272 0.074 -0.001
-0.046 -0.115 0.007
-0.113 -0.040 -0.028
-0.031 -0.006 0.003
0.038 0.009 0.025
-0.016 -0.027 -0.010
-0.028 -0.009 -0.037
0.024 -0.030 0.040
0.000 -0.006 0.021
0.012 0.025 0.026
0.015 -0.060 -0.020
-0.015 0.044 -0.051
-0.020 -0.008 0.025
-0.006 -0.004 0.014
-0.005 0.018 0.000
-0.004 0.038 -0.007
-0.013 -0.005 0.012
0.028 0.010 -0.010
0.014 0.006 0.007
-0.102 0.285 -0.065
0.106 -0.325 0.143
-0.005 0.104 -0.057
0.014 0.627 0.145
0.143 -0.205 0.174
0.024 0.007 0.103
-0.082 0.102 -0.106
0.038 -0.115 0.086
0.045 0.091 0.034
-0.155 0.253 -0.119
-0.053 0.174 0.039
0.051 -0.078 0.064
0.250 -0.051 0.412
0.323 0.010 0.459
0.003 0.000 0.006
0.002 -0.004 -0.017
0.007 -0.023 -0.012
-0.016 -0.006 -0.001
0.106 -0.250 -0.001
-0.121 0.347 -0.150
0.058 -0.045 0.141
0.024 -0.015 -0.018
-0.012 -0.046 -0.020
-0.002 0.019 0.002
-0.005 -0.022 0.035
0.029 0.019 0.034
-0.026 0.026 -0.041

These are the Mulliken partial charges, in e, on atoms 1 to 4: 1.120 -0.777 0.431 0.215

***

2.
Below is C22H34N2O4 in the gas phase, with properties calculated with the ωB97M-V functional and the def2-TZVPD basis.

## Properties
Charge: 0
LUMO energy in eV: 0.749
Frontier orbital gap in eV: 10.15
ΔE to the lowest compared entry with this formula, charge and spin in kcal/mol: 6.3
SMILES string: CCCCCCCCNC(=O)[C@@H](CCC(=O)OCc1ccccc1)NC(C)=O
DFT total energy in eV: -34538.3733
Strongest force on any atom in hartree/bohr: 0.0147

Geometry (Å):
C1 3.95330 0.11981 3.54629
C2 2.45307 -0.09594 3.69909
C3 2.08722 -1.57759 3.64034
C4 0.58903 -1.83960 3.80357
C5 -0.22546 -1.39688 2.59054
C6 -1.71416 -1.69983 2.74998
C7 -2.53926 -1.19828 1.56363
C8 -2.38577 -2.08668 0.32914
N1 -2.89787 -1.43555 -0.85826
C9 -2.13298 -1.16958 -1.92604
O1 -0.98614 -1.55879 -2.05528
C10 -2.82560 -0.36259 -3.02902
N2 -2.06468 -0.55490 -4.23939
C11 -2.60451 -0.42431 -5.47019
O2 -3.74884 -0.05899 -5.64254
C12 -1.64496 -0.76199 -6.59148
H1 -0.74887 -0.15064 -6.51590
H2 -2.12873 -0.57952 -7.54630
H3 -1.35859 -1.80941 -6.52801
H4 -1.13443 -0.92684 -4.09293
H5 -3.84190 -0.74525 -3.19216
C13 -2.93070 1.13317 -2.66824
C14 -1.56110 1.80431 -2.55636
C15 -0.80339 1.28619 -1.35271
O3 -1.29426 1.15455 -0.25776
O4 0.45387 1.00382 -1.65704
C16 1.26901 0.39362 -0.64685
C17 2.10371 1.40819 0.08611
C18 3.47416 1.48301 -0.12108
C19 4.23438 2.42092 0.55537
C20 3.62980 3.29805 1.43921
C21 2.26244 3.23312 1.64672
C22 1.50272 2.29125 0.97624
H6 0.43647 2.23718 1.14086
H7 1.78643 3.91366 2.33718
H8 4.22328 4.03097 1.96578
H9 5.30096 2.46754 0.39164
H10 3.94795 0.80085 -0.81207
H11 0.60850 -0.13538 0.04778
H12 1.89515 -0.32400 -1.18014
H13 -0.96618 1.63915 -3.45341
H14 -1.70010 2.87934 -2.42090
H15 -3.46141 1.24389 -1.72099
H16 -3.50802 1.61980 -3.45542
H17 -3.82051 -1.03433 -0.79857
H18 -2.91101 -3.03739 0.47537
H19 -1.33445 -2.29753 0.12806
H20 -2.21986 -0.18806 1.30464
H21 -3.59534 -1.15982 1.84244
H22 -1.86320 -2.77546 2.87262
H23 -2.07319 -1.21129 3.65842
H24 -0.10541 -0.32297 2.44203
H25 0.16322 -1.90592 1.70638
H26 0.43253 -2.91018 3.95881
H27 0.22728 -1.32144 4.69476
H28 2.42320 -1.99264 2.68705
H29 2.62509 -2.10075 4.43510
H30 2.12246 0.31764 4.65467
H31 1.94033 0.44679 2.90433
H32 4.29485 -0.26284 2.58698
H33 4.19203 1.17966 3.59204
H34 4.49839 -0.39330 4.33592

Force components x, y, z for each atom (eV/Å):
-0.228 0.094 0.046
0.193 -0.251 -0.103
-0.249 0.217 0.229
0.209 -0.030 -0.322
-0.174 -0.187 0.386
0.024 0.212 -0.253
0.053 -0.163 0.057
0.128 0.081 0.220
-0.257 -0.090 0.165
-0.667 -0.114 -0.335
0.460 -0.059 -0.030
-0.146 0.236 -0.131
0.244 -0.182 0.481
0.449 -0.077 -0.136
-0.425 0.118 -0.101
-0.248 0.055 -0.084
0.105 0.019 -0.003
-0.015 0.008 0.007
0.071 -0.081 -0.010
-0.094 -0.021 -0.127
0.172 0.023 0.077
0.126 -0.070 -0.029
-0.123 -0.136 0.147
-0.231 0.335 -0.227
0.029 0.042 0.127
0.379 0.121 -0.271
0.017 -0.253 0.369
-0.105 -0.067 -0.151
-0.101 -0.059 0.008
0.125 0.054 0.024
0.097 0.045 0.002
-0.070 0.024 0.032
-0.035 0.049 0.012
-0.101 -0.034 0.009
-0.039 0.058 0.061
0.053 0.055 0.041
0.087 0.005 -0.011
0.044 -0.080 -0.086
0.152 0.002 -0.145
-0.086 0.077 0.073
-0.039 0.083 0.018
0.074 -0.016 0.000
-0.060 0.050 -0.026
-0.028 -0.035 0.054
0.068 0.034 -0.155
0.135 0.028 0.015
-0.107 -0.053 0.033
-0.076 -0.018 0.013
-0.065 0.055 -0.017
-0.014 -0.076 0.115
-0.014 -0.071 0.069
0.023 0.092 -0.129
0.079 0.039 -0.118
-0.074 -0.022 0.071
-0.054 -0.022 0.090
0.077 -0.089 -0.047
0.094 -0.050 -0.037
-0.102 0.053 0.021
-0.066 0.052 0.057
0.098 -0.032 -0.106
0.117 0.082 -0.015
0.111 -0.057 0.074

These are the Mulliken partial charges, in e, on atoms 1 to 4: -1.481 0.546 -0.728 -1.014

***

3.
Below is C22H34N2O4 in the gas phase, with properties calculated with the ωB97M-V functional and the def2-TZVPD basis.

## Properties
Charge: 0
LUMO energy in eV: 0.699
Frontier orbital gap in eV: 7.91
ΔE to the lowest compared entry with this formula, charge and spin in kcal/mol: 63.6
SMILES string: CCOc1cc(N2CCOCC2)c(OCC)cc1NC(=O)CCC1CCCC1
DFT total energy in eV: -34535.8898
Strongest force on any atom in hartree/bohr: 0.0109

Geometry (Å):
C1 1.26026 4.23196 -1.24326
C2 0.88312 3.96233 0.21019
O1 0.15740 2.76231 0.37400
C3 0.81076 1.55464 0.24240
C4 2.17957 1.38190 0.17952
C5 2.76805 0.12010 0.07572
C6 1.93176 -1.00913 0.03040
C7 0.55437 -0.83626 0.07151
C8 -0.01558 0.42198 0.18289
N1 -1.39699 0.63267 0.24507
C9 -2.40935 -0.27486 0.23362
O2 -2.25864 -1.47564 0.16003
C10 -3.77612 0.39328 0.31096
C11 -4.89314 -0.63668 0.45414
C12 -6.28106 -0.00224 0.44450
C13 -7.38338 -1.01462 0.78377
H1 -7.51020 -1.14059 1.85812
C14 -8.62319 -0.44864 0.10201
H2 -9.42284 -1.18126 0.00148
H3 -9.00363 0.40365 0.66790
C15 -8.07873 0.01511 -1.24659
H4 -7.99224 -0.84252 -1.91522
H5 -8.72247 0.75221 -1.72514
C16 -6.68490 0.57773 -0.92922
H6 -6.71090 1.66712 -0.89133
H7 -5.97059 0.28947 -1.70026
H8 -7.13577 -1.98522 0.35074
H9 -6.30110 0.79810 1.19168
H10 -4.81102 -1.36238 -0.35680
H11 -4.74857 -1.17997 1.39027
H12 -3.92001 0.98011 -0.59994
H13 -3.78856 1.08277 1.15874
H14 -1.63494 1.61311 0.31433
H15 -0.11115 -1.68038 0.04347
O3 2.52262 -2.24042 -0.02939
C17 1.70580 -3.38645 -0.17237
C18 2.62838 -4.58943 -0.29892
H16 2.03889 -5.49520 -0.40690
H17 3.27252 -4.47656 -1.16698
H18 3.25280 -4.67419 0.58634
H19 1.07597 -3.29342 -1.06701
H20 1.05377 -3.49968 0.70391
N2 4.16684 0.09017 -0.01544
C19 4.84200 -1.01462 -0.66286
C20 6.22387 -0.51957 -1.10152
H21 6.80089 -1.33074 -1.54848
O4 6.98159 -0.05680 -0.00619
C21 6.31014 0.98729 0.65842
C22 4.92659 0.54069 1.13550
H22 4.41222 1.36895 1.62264
H23 5.04926 -0.27667 1.86615
H24 6.94177 1.26898 1.50298
H25 6.19873 1.84835 -0.01931
H26 6.10185 0.29142 -1.83623
H27 4.27090 -1.32457 -1.53677
H28 4.96610 -1.87539 0.00986
H29 2.84370 2.23063 0.20232
H30 1.77333 3.96669 0.85085
H31 0.20089 4.73871 0.56923
H32 1.77997 5.18319 -1.31631
H33 0.36388 4.27092 -1.85732
H34 1.90446 3.44418 -1.62537

Force components x, y, z for each atom (eV/Å):
-0.139 -0.221 0.334
0.172 0.419 -0.191
-0.105 -0.529 0.009
-0.120 -0.189 0.049
-0.256 0.006 0.065
-0.398 -0.198 -0.082
0.178 0.389 0.076
-0.054 -0.152 -0.010
0.291 0.028 -0.044
0.218 0.514 0.036
-0.266 0.462 0.013
0.042 -0.269 -0.012
-0.183 -0.523 -0.008
0.009 0.364 0.123
0.206 -0.267 0.006
-0.095 0.263 0.086
0.044 -0.093 0.057
0.024 -0.175 -0.064
-0.096 0.028 0.040
-0.054 0.035 0.047
-0.111 0.100 0.013
-0.032 -0.017 -0.049
-0.021 -0.039 -0.099
-0.023 0.104 0.007
0.053 0.028 -0.072
0.097 0.061 -0.052
0.031 -0.105 -0.018
-0.030 0.000 0.016
-0.037 -0.071 0.019
0.032 -0.093 -0.027
0.023 0.088 0.005
0.011 0.081 -0.031
-0.137 -0.182 -0.001
-0.009 -0.055 -0.007
0.094 0.185 0.054
-0.100 -0.346 -0.023
-0.180 0.424 0.051
-0.040 -0.114 -0.014
0.060 -0.037 -0.092
0.063 -0.053 0.085
0.011 0.040 0.123
0.009 0.063 -0.120
0.249 -0.090 0.045
0.487 0.099 -0.247
-0.286 -0.225 -0.180
-0.062 0.031 -0.029
0.126 -0.074 0.089
-0.219 0.117 0.292
0.362 0.095 -0.024
0.034 -0.010 0.007
-0.024 0.075 0.024
-0.066 0.036 -0.032
-0.012 -0.042 0.079
0.002 -0.084 0.026
0.049 -0.054 0.013
-0.020 0.034 -0.108
0.053 0.112 -0.079
-0.116 -0.011 0.007
0.171 -0.081 0.007
0.076 0.106 -0.036
-0.063 0.026 -0.068
0.077 -0.009 -0.084

These are the Mulliken partial charges, in e, on atoms 1 to 4: -1.070 -0.468 -0.552 0.804